[1]
Density functional theory data (wB97M-V/def2-TZVPD) for a molecular structure, C30H43Cl3GdN5O3Si in a non-equilibrium geometry.

Computed properties:
⟨S²⟩	15.868
spin multiplicity	8
E_LUMO (alpha / beta)	-1.15 / -0.38	eV
orbital gap (alpha / beta)	5.68 / 6.49	eV
energy above the lowest of the compared OMol25 structures with the same formula, charge and spin	50.49	kcal per mole
HOMO (alpha / beta)	-0.251 / -0.253	Eh
DFT total energy	-111685.6531	eV
total charge	0

```
86
Properties=species:S:1:pos:R:3:forces:R:3:mulliken_charge:R:1
Gd 0.309 1.121 -0.380 -0.1 -2.6 0.0 0.09
Cl 1.948 3.024 -0.931 0.1 0.3 0.1 -0.48
Cl -2.321 1.196 -0.331 0.1 0.3 0.2 -0.48
Cl -0.113 1.117 -2.961 -0.5 1.5 -2.3 0.14
Si -0.408 3.107 -3.798 0.5 0.0 0.1 0.39
O 2.183 -0.376 -0.637 0.6 -1.2 0.1 -0.45
O -0.285 -1.201 -2.052 1.9 1.6 1.3 0.24
O 0.020 2.543 1.385 -1.1 1.4 0.5 -0.23
N 0.064 -0.483 3.991 0.0 -0.6 -0.8 0.43
N 2.791 -1.968 -2.169 0.4 0.2 0.7 0.39
N -0.877 1.458 10.443 0.3 -0.7 -2.4 -0.51
N -0.253 4.771 1.699 -0.1 -0.1 0.0 0.24
N 0.174 -0.344 1.772 -0.5 0.1 1.0 0.50
C 0.959 -1.411 2.198 -0.1 0.5 0.0 -0.84
C 1.056 4.916 2.328 -0.1 0.2 -0.1 -0.92
C -1.047 5.976 1.516 -0.2 0.0 0.0 -0.93
C 2.640 -1.512 -0.917 -0.5 0.8 -0.9 -0.08
C -1.242 2.926 -5.464 -0.1 -0.3 0.0 -1.07
C 0.328 -0.353 7.678 0.0 -0.2 -0.5 -1.04
C -0.721 1.128 9.330 -0.3 0.7 2.5 0.05
C -0.657 -4.111 -3.275 -0.6 0.6 0.2 0.24
C 2.463 -1.146 -3.328 -0.3 -0.1 -0.1 -0.98
C -0.365 -4.789 -4.561 0.2 -0.4 -0.5 -1.74
C -2.072 -3.191 0.288 0.1 -0.3 0.1 -0.57
C -1.931 -4.106 1.336 0.1 0.2 0.0 -0.72
C -1.481 4.064 -2.607 -0.2 0.1 0.0 -0.48
C -1.013 -2.976 -0.589 -0.4 0.2 -0.7 0.10
C -0.167 -0.106 5.325 0.0 0.2 0.5 1.98
C -1.192 -2.886 -3.164 0.0 -1.1 0.3 0.35
C 0.510 -0.772 6.356 -0.3 0.4 0.3 -0.47
C 0.904 -1.510 3.549 0.1 0.2 0.1 -0.52
C -1.018 0.973 5.605 0.1 -0.1 0.5 -0.62
C -0.683 3.587 1.290 0.8 -0.6 0.0 -0.01
C -1.644 -2.060 -4.331 0.0 0.2 -0.4 -1.52
C 0.373 -4.491 0.691 -0.1 0.3 -0.2 -1.08
C -0.709 -4.762 1.534 -0.1 0.0 0.1 -0.57
C -0.397 0.149 2.871 1.0 -0.5 -0.7 -0.59
C -0.529 0.716 7.970 0.1 -0.2 -0.5 0.40
C 3.282 -3.319 -2.434 -0.2 -0.1 0.2 -0.90
C -1.198 1.377 6.930 0.0 -0.1 -0.3 -1.03
C 0.219 -3.586 -0.362 0.0 -0.2 0.3 0.37
C -1.232 -2.128 -1.852 -0.4 -0.1 0.3 -0.09
C 1.257 3.933 -4.042 0.2 0.0 -0.1 -1.07
H -2.618 -1.590 -4.101 0.4 -0.2 -0.1 0.31
H 3.909 -3.302 -3.334 -0.1 0.0 0.3 0.35
H -1.166 5.114 -2.564 0.0 -0.2 -0.1 0.35
H 0.926 5.295 3.347 0.0 -0.1 -0.1 0.35
H -1.684 3.542 0.826 0.3 0.0 0.1 0.51
H 2.451 -4.023 -2.607 0.2 0.3 0.0 0.24
H -1.455 3.654 -1.594 0.0 0.0 -0.1 -0.21
H -2.141 2.302 -5.397 0.2 0.1 -0.1 0.29
H 1.337 -4.976 0.839 -0.2 0.0 0.1 0.37
H 0.476 -5.478 -4.423 0.0 0.0 -0.2 0.40
H -1.757 -2.677 -5.232 0.0 0.3 0.2 0.48
H 1.398 -2.198 4.219 -0.2 0.2 -0.2 0.34
H -1.534 1.495 4.796 0.2 -0.2 0.4 0.33
H -1.216 -5.392 -4.904 0.1 0.0 -0.1 0.31
H 1.551 3.947 2.335 0.0 0.2 0.0 0.19
H -0.104 -4.083 -5.358 0.0 -0.2 0.1 0.40
H -1.862 2.213 7.159 0.2 -0.3 -0.1 0.43
H 2.073 3.339 -3.619 -0.2 0.1 -0.1 0.27
H 3.134 -1.433 -4.141 0.0 0.2 0.1 0.41
H -2.524 4.039 -2.945 0.1 0.0 0.1 0.32
H 0.859 -0.863 8.482 -0.2 0.2 -0.2 0.42
H -1.103 0.962 2.905 0.2 -0.1 -0.2 0.30
H -1.309 6.413 2.490 0.0 -0.1 -0.2 0.33
H 3.870 -3.672 -1.577 -0.1 0.0 -0.3 0.30
H -3.004 -2.637 0.114 0.3 -0.4 0.1 0.37
H 1.426 -1.330 -3.632 0.1 0.1 0.2 0.14
H -2.782 -4.308 1.994 0.4 0.0 -0.2 0.39
H -0.452 -4.695 -2.382 0.0 0.2 -0.1 0.55
H -1.544 3.909 -5.850 0.1 -0.1 0.2 0.33
H 2.586 -0.089 -3.077 0.0 -0.2 0.0 0.30
H 1.455 4.103 -5.108 -0.1 -0.1 0.1 0.37
H 1.274 4.912 -3.548 0.0 -0.2 0.0 0.33
H -0.933 -1.237 -4.540 -0.3 -0.4 0.1 0.10
H -2.216 -1.630 -1.757 -0.4 -0.3 0.2 0.30
H -0.599 -5.479 2.351 -0.1 0.2 -0.3 0.39
H -1.966 5.717 0.975 0.2 0.2 0.1 0.29
H 1.183 -1.600 6.132 -0.3 0.3 0.2 0.30
H -0.481 6.724 0.943 -0.1 -0.3 0.1 0.32
H 1.651 5.642 1.764 -0.1 -0.2 0.0 0.33
H 1.037 -3.350 -1.047 -0.4 -0.2 0.3 0.46
H -0.559 2.483 -6.201 -0.2 0.0 0.2 0.29
H 2.969 -2.228 -0.137 -0.1 0.3 -0.2 0.46
H 1.517 -2.027 1.504 -0.3 0.2 0.2 0.28
```
Positions in Å, forces in eV/Å.

[2]
Density functional theory data (wB97M-V/def2-TZVPD) for a molecular structure, C30H43F16GaN3SbSi2 in a non-equilibrium geometry.

Computed properties:
⟨S²⟩	0.791
spin multiplicity	2
E_LUMO (alpha / beta)	1.88 / 0.60	eV
orbital gap (alpha / beta)	6.47 / 5.20	eV
energy above the lowest of the compared OMol25 structures with the same formula, charge and spin	46.30	kcal per mole
HOMO (alpha / beta)	-0.169 / -0.169	Eh
DFT total energy	-154431.2245	eV
total charge	-1

```
96
Properties=species:S:1:pos:R:3:forces:R:3:mulliken_charge:R:1
Sb 0.115 -2.971 -2.449 -0.4 -0.9 -1.0 1.89
Ga 0.776 0.070 -0.291 1.7 0.3 0.2 -2.65
Si -1.104 3.998 -2.515 0.0 0.3 -0.2 0.26
Si -1.174 -2.776 1.579 0.8 1.2 -0.7 0.59
F 0.324 -4.366 -3.740 -0.1 0.1 0.1 -0.51
F 4.751 -0.726 -2.939 0.0 -0.1 0.0 -0.36
F 2.286 -2.922 -2.587 -0.4 0.0 0.3 -0.75
F -0.374 -4.848 -1.319 0.2 0.6 0.2 -0.75
F 0.181 0.380 -2.410 -0.2 0.1 0.0 -0.05
F -2.023 5.121 2.524 -0.1 0.1 -0.1 -0.40
F 2.315 0.858 -6.612 0.0 0.0 0.0 -0.36
F -1.780 0.822 -0.787 -0.2 0.2 -0.2 -0.11
F 0.084 1.122 -5.033 0.0 -0.1 0.0 -0.36
F -4.150 1.583 0.252 0.0 0.0 0.1 -0.48
F 0.107 -1.842 -4.116 0.1 0.2 0.3 -0.69
F -0.087 -1.304 0.740 -0.7 -0.9 0.7 1.35
F -4.281 3.758 1.888 0.0 0.0 0.0 -0.37
F 0.313 4.535 1.353 0.0 0.1 0.0 -0.46
F -1.925 -2.908 -2.790 0.5 0.0 0.3 -0.68
F 4.603 -0.100 -5.489 0.0 0.0 0.0 -0.34
N 2.526 0.430 1.230 -0.1 -0.3 0.6 0.33
N 2.362 -0.416 -1.217 -0.5 0.3 0.3 1.21
N 0.397 1.681 0.645 -0.6 0.0 -0.5 1.23
C 1.667 0.551 2.395 -0.1 0.1 -0.1 -0.26
C -2.360 2.773 -3.188 0.2 0.0 0.2 -0.85
C 2.339 0.498 -5.321 0.0 0.0 0.0 0.61
C -0.409 -5.336 2.268 -0.2 0.1 -0.1 -2.05
C -2.055 -1.664 2.862 0.1 -0.1 0.1 2.43
C 3.481 -0.982 -0.479 0.0 -0.2 0.0 -1.36
C -1.946 4.111 1.648 0.1 0.1 0.1 0.41
C -0.033 4.632 -3.931 -0.1 -0.1 0.2 -1.06
C 3.499 0.018 -4.742 0.0 0.0 0.0 0.31
C -1.996 5.460 -1.714 0.0 -0.2 0.0 -1.22
C 3.229 -0.826 1.028 -0.1 0.0 -0.2 -0.03
C -2.713 -0.506 2.106 0.1 -0.2 -0.1 -2.21
C -3.149 -2.519 3.525 0.1 -0.1 -0.1 -1.93
C -0.773 3.808 1.053 0.0 -0.1 0.0 -0.79
C 2.444 -0.187 -2.561 0.0 0.0 -0.3 0.00
C 3.404 1.582 1.091 -0.1 0.0 -0.3 -0.96
C 0.613 1.639 2.086 0.0 -0.1 0.0 -0.61
C -3.046 2.301 0.475 -0.1 0.1 -0.3 0.02
C 1.320 -4.035 1.051 -0.2 0.0 -0.2 -2.35
C 0.070 3.241 -1.220 -0.4 0.0 -0.1 -1.04
C 3.560 -0.305 -3.401 -0.1 0.0 0.0 0.66
C 0.879 -3.549 3.452 -0.2 0.1 -0.1 -1.76
C 1.304 0.281 -3.207 0.2 0.1 0.1 0.06
C -2.337 -3.251 0.241 0.0 -0.2 0.1 -1.35
C -1.878 1.993 -0.132 0.2 -0.2 0.4 0.11
C -3.122 3.396 1.350 0.1 -0.1 0.0 0.12
C -0.548 2.678 0.091 0.1 -0.3 0.1 2.62
C 1.218 0.633 -4.530 -0.1 0.1 0.0 -0.16
C -1.179 -1.059 3.965 0.0 -0.1 -0.1 -1.83
C 0.224 -3.941 2.121 0.0 0.0 0.1 2.68
H -2.857 3.174 -4.073 0.0 0.1 0.0 0.45
H -1.912 -4.027 -0.405 0.2 0.0 0.0 0.37
H -0.791 -5.687 1.307 0.0 0.0 0.0 0.34
H 4.406 -0.466 -0.740 0.0 0.0 0.0 0.55
H 0.927 -4.436 0.114 0.0 0.0 0.0 0.33
H -0.301 1.427 2.659 0.1 0.0 0.0 0.32
H 1.168 -0.408 2.538 0.2 0.0 0.0 -0.82
H 4.178 -0.878 1.576 0.0 0.0 0.0 0.35
H 4.112 1.635 1.929 0.0 0.0 0.0 0.28
H 0.812 3.986 -0.926 0.0 0.0 0.0 0.80
H -3.268 -3.633 0.673 0.0 0.1 0.1 0.48
H -0.650 5.150 -4.668 0.0 0.0 0.0 0.35
H 0.171 -3.570 4.282 0.1 0.0 0.0 0.30
H -3.838 -2.930 2.786 0.0 0.0 0.0 0.38
H 1.670 -4.269 3.674 0.0 0.0 0.0 0.60
H 2.223 0.800 3.309 -0.1 0.0 0.0 0.16
H -3.727 -1.897 4.215 0.0 0.0 0.0 0.46
H -1.950 0.110 1.631 -0.1 0.0 0.0 -0.08
H -2.761 5.111 -1.015 0.0 0.0 0.0 0.27
H -0.348 -0.490 3.548 -0.1 -0.1 0.2 0.27
H -3.132 2.536 -2.454 0.0 0.0 0.0 0.28
H -1.223 -5.350 3.000 0.0 0.0 0.0 0.38
H 0.640 2.439 -1.689 0.0 0.0 -0.1 -0.11
H 0.732 5.333 -3.590 0.0 0.0 0.0 0.33
H -1.785 -0.370 4.563 0.0 0.0 0.0 0.56
H 3.599 -2.039 -0.738 0.0 0.0 0.0 0.32
H 1.332 -2.555 3.402 0.0 0.0 0.1 0.12
H 2.113 -4.699 1.411 0.0 0.0 0.1 0.57
H 1.758 -3.064 0.833 0.0 -0.2 -0.1 0.61
H 2.813 2.496 1.058 0.0 0.0 0.0 0.19
H -3.276 0.121 2.806 0.0 0.0 0.0 0.61
H -0.780 -1.814 4.640 0.0 0.0 0.0 0.36
H 2.585 -1.630 1.381 0.1 0.1 0.1 -0.62
H 0.992 2.607 2.430 0.0 0.0 0.0 0.54
H -2.568 -2.411 -0.416 0.0 0.0 0.0 0.32
H -2.720 -3.348 4.095 0.0 0.0 0.0 0.34
H 0.358 -6.039 2.604 0.0 0.0 0.0 0.49
H -3.400 -0.856 1.335 0.0 0.0 0.0 0.38
H -2.492 6.078 -2.465 0.0 0.0 0.0 0.41
H 0.468 3.810 -4.445 0.0 0.0 0.0 0.20
H 3.961 1.506 0.158 0.0 0.0 0.0 0.25
H -1.886 1.834 -3.479 0.0 0.0 0.0 0.23
H -1.307 6.098 -1.156 0.0 0.0 0.0 0.32
```
Positions in Å, forces in eV/Å.

[3]
Density functional theory data (wB97M-V/def2-TZVPD) for a molecular structure, C30H44Br2InN6OSbSi3 in a non-equilibrium geometry.

Computed properties:
E_LUMO	-6.65	eV
orbital gap	6.18	eV
HOMO	-0.471	Eh
DFT total energy	-218232.3526	eV
total charge	+2

```
88
Properties=species:S:1:pos:R:3:forces:R:3:mulliken_charge:R:1
Sb 0.078 2.886 0.426 0.7 -0.7 -0.3 -0.44
In -0.136 0.100 0.266 -1.1 0.9 0.8 0.57
Br -3.664 -3.951 4.901 0.0 -0.1 0.1 -0.17
Br -4.867 0.829 2.198 0.0 0.0 0.0 -0.12
Si -1.734 3.749 -1.237 0.2 0.0 0.3 0.40
Si -0.164 3.183 3.025 0.0 0.2 -0.4 0.60
Si 2.529 3.010 -0.391 -0.1 0.3 0.0 0.35
O -1.861 0.626 1.393 -0.3 -0.2 -0.1 0.20
N -0.268 -5.542 -4.594 0.1 -0.1 0.1 -0.76
N -1.178 -1.315 -1.017 0.5 -0.4 -0.5 0.09
N -0.150 -1.350 1.919 0.1 -0.4 -0.1 0.17
N 0.705 -6.337 -4.417 -0.1 0.2 0.0 -0.46
N -1.314 -2.730 -2.680 0.1 -0.1 0.1 0.20
N -0.093 -4.430 -3.822 -0.2 0.0 0.0 0.61
C -1.747 2.533 -2.630 -0.1 -0.1 -0.2 -0.75
C 1.071 -4.533 -3.110 0.0 0.2 0.0 1.16
C 2.779 -6.266 -3.001 0.0 0.0 0.0 -0.79
C -1.031 5.401 -1.678 -0.1 0.2 -0.1 -1.05
C -1.958 -3.318 -1.608 0.0 0.0 -0.1 -1.00
C -3.095 -2.532 3.809 0.0 0.1 0.0 -0.23
C 3.487 2.198 0.975 0.1 -0.1 0.1 -0.55
C -0.789 -3.486 3.542 -0.1 0.0 0.0 -1.06
C 2.624 2.066 -1.989 0.0 -0.1 -0.1 -0.63
C -3.584 -0.468 2.653 -0.1 0.0 0.1 -0.06
C -1.074 -3.387 -3.955 0.1 0.0 0.0 -0.90
C -0.837 -1.539 -2.291 -0.2 0.1 0.0 0.81
C 2.934 -4.239 -1.685 0.0 0.0 0.0 -0.62
C 0.846 4.714 3.276 0.1 0.1 0.2 -1.13
C -1.399 -1.411 2.491 0.1 0.0 0.0 -0.42
C -1.768 -2.496 3.306 0.0 -0.1 0.1 0.84
C -1.869 -2.448 -0.584 0.0 0.2 0.1 -0.32
C 0.745 -2.303 2.132 0.1 0.0 0.1 0.90
C 1.575 -5.769 -3.504 0.1 -0.2 -0.1 0.03
C 2.083 -2.152 1.473 0.0 0.0 0.0 -1.21
C -3.287 3.790 -0.249 -0.2 0.0 0.0 -0.69
C -0.087 -0.612 -3.180 0.1 -0.1 0.0 -0.62
C 3.452 -5.486 -2.092 0.0 0.1 0.0 -0.71
C -2.305 -0.356 2.157 0.3 0.0 -0.1 0.29
C 2.984 4.788 -0.631 0.1 0.1 0.0 -1.04
C -1.972 3.433 3.262 -0.2 0.0 0.1 -0.79
C 0.577 1.669 3.777 0.1 -0.2 0.1 -0.57
C 1.746 -3.738 -2.172 0.0 0.0 0.0 0.41
C 0.450 -3.389 2.971 0.1 0.0 0.0 -1.02
C -3.974 -1.540 3.485 0.1 0.1 -0.1 -0.30
H -4.140 3.960 -0.913 0.0 0.0 0.0 0.45
H 3.175 1.164 1.145 0.0 0.0 0.0 -0.09
H 1.204 -4.143 3.146 0.0 0.0 0.0 0.55
H -2.218 3.454 4.328 0.0 0.0 0.0 0.43
H -2.421 -4.288 -1.684 0.0 0.0 0.0 0.51
H -1.766 5.970 -2.256 0.0 0.0 0.0 0.43
H 1.893 4.571 3.003 0.0 0.0 0.0 0.28
H -1.991 -3.861 -4.296 0.0 0.0 -0.1 0.43
H -1.036 -4.329 4.174 0.0 0.0 0.0 0.37
H 1.646 1.609 3.562 0.0 0.0 0.0 0.25
H 0.852 -1.054 -3.520 0.0 0.0 0.0 0.46
H -0.677 -0.348 -4.059 0.0 0.0 0.0 0.53
H -2.290 -2.528 0.402 0.0 0.0 0.0 0.58
H 2.426 5.234 -1.457 0.0 0.0 0.0 0.32
H -2.465 2.861 -3.388 0.0 0.0 0.0 0.52
H 3.674 1.957 -2.278 0.0 0.0 0.0 0.49
H 1.368 -2.782 -1.834 0.0 0.0 0.0 -0.18
H 4.551 2.184 0.724 0.0 0.0 0.0 0.48
H -0.128 5.310 -2.285 0.0 0.0 0.0 0.29
H 0.819 5.002 4.332 0.0 0.0 0.0 0.42
H 3.498 -3.656 -0.967 0.0 0.0 0.0 0.44
H 0.455 1.705 4.863 0.0 0.0 0.0 0.48
H -0.795 5.991 -0.790 0.0 0.0 0.0 0.36
H 3.156 -7.225 -3.329 0.0 0.0 0.0 0.44
H -4.986 -1.566 3.865 0.0 0.0 0.0 0.49
H 1.969 -1.984 0.396 0.0 0.0 0.0 -0.09
H 0.139 0.310 -2.649 0.0 0.0 0.0 -0.72
H -2.547 2.631 2.797 0.0 0.0 0.0 0.03
H 2.115 2.601 -2.794 0.0 0.0 0.0 0.31
H 2.696 -3.040 1.603 0.0 0.0 0.0 0.53
H 0.447 5.554 2.703 0.0 0.0 0.0 0.36
H 2.807 5.385 0.265 0.0 0.0 0.0 0.32
H -0.768 2.460 -3.107 0.0 0.0 0.0 0.23
H 2.201 1.061 -1.920 0.0 0.0 0.0 -0.11
H -2.062 1.546 -2.283 0.0 0.0 0.0 0.10
H -3.447 2.841 0.270 0.0 0.0 0.0 -0.04
H 2.620 -1.303 1.902 0.0 0.0 0.0 0.16
H -2.281 4.388 2.832 0.0 0.0 0.0 0.30
H 3.375 2.745 1.914 0.0 0.0 0.0 0.27
H 4.048 4.866 -0.874 0.0 0.0 0.0 0.38
H -3.272 4.595 0.488 0.0 0.0 0.0 0.32
H 0.085 0.765 3.417 0.0 0.0 0.1 -0.05
H -0.777 -2.637 -4.686 0.0 0.1 0.0 0.35
H 4.392 -5.826 -1.681 0.0 0.0 0.0 0.41
```
Positions in Å, forces in eV/Å.